(1)
Below is a cluster of 4 separate species, C6H17NO4 in total in a non-equilibrium geometry, with properties calculated with wB97M-V/def2-TZVPD.

Positions of all 28 atoms, in Å:
C -1.412467 1.506420 -0.134284
N -0.562222 0.740900 -1.042914
C -0.359927 1.046914 -2.346238
O 0.314256 0.317046 -2.993256
C -2.467305 0.476411 0.344712
C -2.004736 -0.715469 1.246012
C -0.972804 0.003474 2.198427
C 0.204576 -0.588334 2.495908
H -1.866494 2.189388 -0.927124
H -0.912349 1.872810 0.700311
H -0.292964 -0.155564 -0.701559
H -0.903263 1.922377 -2.782263
H -2.960080 -0.095845 -0.533733
H -3.408418 1.024176 0.811402
H -1.364057 -1.348082 0.494704
H -2.779886 -1.353255 1.593043
H -1.100911 1.129254 2.425638
H 0.487716 -1.656787 2.106275
H 0.775570 -0.137849 3.220049
H 2.855039 -1.671710 -0.422990
H 1.623386 -1.879292 0.330209
O 2.464298 -1.458842 0.477648
H 0.624886 -2.301252 -2.579547
H 0.931782 -1.076846 -2.144034
O 1.061662 -1.985238 -1.828976
H 1.704536 1.387453 1.120542
H 3.091494 0.830220 1.410664
O 2.347976 1.346788 1.888532

Force components x, y, z for each atom (eV/Å):
C -2.334 -2.329 -3.619
N -0.089 1.709 0.563
C -1.485 0.374 2.186
O 1.816 -1.280 -2.797
C -4.403 -0.557 -0.480
C 3.999 2.758 -2.164
C 0.343 -1.138 -0.243
C -2.472 -2.090 -1.529
H 0.151 0.061 2.100
H 0.984 1.400 0.844
H 0.677 -0.568 -0.184
H 0.369 -0.226 0.554
H 0.810 1.474 0.761
H 2.014 -0.877 -0.547
H -1.028 0.600 1.637
H -0.665 -0.077 0.744
H -0.222 -2.231 0.267
H -0.724 2.202 1.013
H 1.939 0.896 1.081
H -0.375 0.502 1.580
H -0.757 -0.204 0.143
O 1.349 -0.232 -1.793
H -1.071 -2.130 -1.771
H 0.561 1.058 0.489
O 0.532 0.835 1.171
H 0.859 -0.045 1.460
H -1.671 1.025 1.416
O 0.894 -0.912 -2.884

Summary:
LUMO: 0.025 Eh
SMILES: C=CCCCNC=O.O.O.O
HOMO: -9.54 eV
charge: 0
gap between HOMO and LUMO: 10.2 eV

***

(2)
Below is an isolated molecule of H4N2OS in a non-equilibrium geometry, with properties calculated with wB97M-V/def2-TZVPD.

Positions of all 8 atoms, in Å:
N -0.093003 -1.225204 -0.018386
N -0.127106 1.231883 -0.208745
O -2.263382 -0.092852 -0.524423
S -1.182121 0.031688 0.431276
H -0.097068 -2.025486 0.598453
H 0.839454 1.011719 -0.015990
H -0.348576 2.162605 0.113220
H -0.463361 -1.481569 -0.922239

Force components x, y, z for each atom (eV/Å):
N -0.033 0.728 0.374
N -0.328 -0.362 0.004
O -0.795 0.331 -0.239
S 1.437 -0.409 -0.111
H -0.263 0.059 0.197
H 0.052 -0.124 0.052
H -0.200 0.087 0.114
H 0.131 -0.310 -0.390

Summary:
LUMO: 0.031 Eh
HOMO: -9.41 eV
charge: 0
gap between HOMO and LUMO: 10.2 eV

***

(3)
Below is a structure of composition C25H35N5O7S, with properties calculated with wB97M-V/def2-TZVPD.

Positions of all 73 atoms, in Å:
C -2.569253 -3.875454 3.464123
H -3.370793 -3.864077 4.213296
O -2.184289 -2.571657 3.114517
C -3.216016 -1.831416 2.504399
C -2.759954 -0.387481 2.302209
N -1.729263 -0.245244 1.292727
C -2.049773 0.464250 0.171008
O -3.193069 0.896004 0.015273
C -1.046186 0.758928 -0.847089
C -1.161728 1.874402 -1.683963
N -2.117104 2.817793 -1.632440
H -2.971117 2.576337 -1.151384
H -2.107772 3.494119 -2.385427
C -0.046153 1.927909 -2.574445
N 0.815063 0.938263 -2.451857
S 0.400449 -0.092808 -1.284347
C 0.120457 2.974332 -3.601169
O -0.704779 3.856452 -3.781083
N 1.251736 2.858335 -4.322657
H 1.452952 3.525318 -5.047702
H 1.886136 2.103779 -4.126073
C -0.395904 -0.681607 1.659732
C 0.623608 0.449552 1.602737
C 1.978823 0.177286 1.558760
C 2.920971 1.198690 1.484133
C 2.495054 2.531328 1.419337
C 1.115616 2.802894 1.502356
C 0.197590 1.772089 1.622284
H -0.850513 2.004546 1.708224
O 0.784094 4.121376 1.444410
C -0.577649 4.470309 1.394766
H -0.595294 5.552770 1.278852
H -1.099341 4.200400 2.319405
H -1.084639 4.007474 0.540999
O 3.286086 3.639794 1.320885
C 4.559073 3.542260 0.724194
H 4.862726 4.571187 0.530280
H 4.519803 2.991127 -0.219063
H 5.284534 3.065915 1.387239
O 4.269090 0.953640 1.466676
C 4.708909 -0.383936 1.463783
H 5.795748 -0.328576 1.414137
H 4.331578 -0.932252 0.595640
H 4.414174 -0.907256 2.378078
H 2.296145 -0.849597 1.576031
H -0.458126 -1.012647 2.704560
C 0.038281 -1.961399 0.911151
O 1.087283 -2.522543 1.148383
N -0.844323 -2.419965 0.005608
H -1.730629 -1.952833 -0.106326
C -0.630949 -3.623399 -0.771469
C -1.514865 -4.765060 -0.263526
C -1.279454 -6.025936 -1.089406
C -1.555038 -5.758151 -2.565787
C -0.676151 -4.618308 -3.071504
C -0.910033 -3.354003 -2.249574
H -0.262407 -2.549878 -2.603273
H -1.947777 -3.029377 -2.365912
H -0.892065 -4.418163 -4.122538
H 0.373566 -4.908159 -2.993605
H -1.363939 -6.661018 -3.148518
H -2.606505 -5.492128 -2.697383
H -1.924567 -6.829429 -0.728328
H -0.243195 -6.346672 -0.966129
H -1.285938 -4.954091 0.786594
H -2.564952 -4.468300 -0.340486
H 0.421266 -3.890678 -0.630678
H -3.615043 0.209209 1.974981
H -2.386539 -0.001053 3.255099
H -4.109382 -1.829632 3.148187
H -3.495122 -2.286738 1.541192
H -2.915800 -4.437601 2.588754
H -1.687068 -4.356735 3.880275

Force components x, y, z for each atom (eV/Å):
C -0.040 -0.123 0.018
H 0.031 -0.010 -0.020
O 0.118 0.282 -0.082
C -0.107 0.267 0.071
C -0.475 -0.389 0.133
N -0.103 -0.072 0.163
C -0.211 0.102 -0.003
O -0.034 0.109 -0.036
C 0.398 -0.024 -0.796
C 0.224 -0.575 0.363
N -0.464 0.370 -0.025
H 0.084 -0.012 -0.108
H -0.025 -0.052 0.108
C -0.163 -0.511 0.451
N 0.179 0.291 -0.234
S -0.387 0.534 -0.475
C 0.376 0.031 -0.352
O -0.183 0.133 0.055
N 0.191 0.029 -0.143
H -0.065 -0.023 0.066
H 0.024 0.004 -0.019
C 0.369 -0.027 0.103
C 0.355 0.228 0.348
C 0.107 -0.055 0.131
C -0.067 0.141 -0.013
C 0.042 0.234 -0.094
C 0.210 0.078 -0.015
C 0.012 0.029 0.159
H -0.093 0.077 -0.042
O 0.390 -0.286 0.043
C -0.270 0.026 -0.026
H -0.051 -0.062 0.017
H 0.018 -0.003 -0.024
H 0.027 0.011 0.043
O -0.347 -0.327 0.298
C 0.442 0.095 -0.140
H -0.002 -0.065 -0.030
H -0.008 0.012 0.030
H -0.071 0.079 -0.116
O -0.318 0.386 0.050
C 0.079 -0.187 0.012
H -0.070 -0.066 0.004
H -0.006 0.006 0.033
H -0.009 0.000 -0.044
H 0.073 -0.052 -0.017
H -0.030 0.010 -0.246
C -0.521 0.086 0.237
O 0.431 -0.198 0.185
N -0.366 -0.101 -0.147
H 0.105 -0.012 0.109
C -0.118 -0.090 -0.071
C 0.412 -0.095 0.005
C -0.333 0.071 -0.055
C 0.318 -0.116 0.013
C -0.355 0.067 -0.024
C 0.389 -0.135 0.027
H -0.095 0.029 0.011
H -0.086 0.084 -0.013
H 0.093 -0.004 -0.028
H 0.090 -0.017 -0.055
H -0.083 -0.020 -0.039
H -0.080 -0.017 -0.037
H 0.076 -0.052 0.036
H 0.063 -0.080 0.032
H -0.059 0.061 0.063
H -0.081 0.057 0.043
H -0.104 -0.002 -0.049
H 0.157 -0.114 0.165
H -0.014 0.022 -0.025
H 0.056 -0.009 -0.064
H -0.007 0.043 0.053
H 0.019 -0.011 0.014
H -0.058 -0.093 0.012

Summary:
LUMO: 0.001 Eh
HOMO: -7.69 eV
charge: 0
gap between HOMO and LUMO: 7.7 eV

***

(4)
Below is a structure of composition C39H64FGeNO4PW in a non-equilibrium geometry, with properties calculated with wB97M-V/def2-TZVPD.

Positions of all 112 atoms, in Å:
W -0.368498 -0.443115 0.336673
C -0.390865 1.381405 3.922783
C -0.527870 -0.088296 3.558139
C 0.729818 -0.887986 3.825064
C -1.737768 -0.726318 4.208323
O -0.755790 -0.122094 2.084404
Ge 1.661443 1.219965 0.952205
O 1.681233 -0.364721 -0.071632
C 2.935268 -1.218141 -0.179270
C 3.514792 -1.403860 1.207654
C 3.839595 -0.394992 -1.081000
C 2.586431 -2.539605 -0.825665
O 0.151832 1.607300 -0.085346
C 0.297417 2.635805 -1.179771
C 1.359617 3.614918 -0.708447
C 0.719296 1.941605 -2.457853
C -1.056381 3.304256 -1.277444
H -0.587901 1.507916 4.987579
H 0.613990 1.761064 3.728865
H -1.117778 1.984163 3.377827
H 0.924788 -0.896987 4.897690
H 0.621778 -1.916946 3.480969
H 1.599474 -0.438249 3.338950
H -1.555068 -0.797310 5.280801
H -2.633872 -0.130304 4.053543
H -1.902394 -1.733247 3.823650
H 3.869864 -0.469373 1.650667
H 2.785566 -1.869015 1.873116
H 4.375943 -2.068895 1.140638
H 3.983105 0.618642 -0.693396
H 4.821980 -0.864700 -1.129303
H 3.436934 -0.334011 -2.091488
H 2.105788 -3.216378 -0.127076
H 1.940809 -2.391619 -1.691713
H 3.513894 -3.002306 -1.165135
H 2.365213 3.174240 -0.723699
H 1.391424 4.469960 -1.384386
H 1.139053 3.995366 0.291092
H 1.659722 1.403728 -2.329852
H -0.033399 1.239920 -2.805828
H 0.867519 2.701854 -3.225692
H -1.183125 4.061944 -0.503476
H -1.172285 3.778880 -2.252138
H -1.832323 2.557649 -1.162994
F -0.453323 -0.781036 -1.512044
O -2.299046 -0.030508 -0.070068
P -3.826823 0.062925 -0.389209
C -4.290007 1.806980 -0.119362
C -3.479821 2.555927 0.960593
C -4.111975 2.579661 2.349248
C -5.580551 2.980743 2.306653
C -6.364290 2.037129 1.405040
C -5.814886 2.049595 -0.018306
C -4.059485 -0.373468 -2.133050
C -3.218186 0.458428 -3.112404
C -3.684429 0.171119 -4.536620
C -5.090930 0.747800 -4.760958
C -5.912894 0.757521 -3.463532
C -5.548257 -0.429748 -2.577965
C -4.852388 -1.083108 0.585685
C -4.986672 -2.504305 -0.005676
C -3.846129 -3.396418 0.453763
C -3.915848 -3.621008 1.977345
C -4.688362 -2.499332 2.678011
C -4.369545 -1.142968 2.056041
H -3.971518 2.232604 -1.076975
H -3.371434 3.587110 0.612046
H -2.470246 2.142285 1.010848
H -3.549904 3.276253 2.975763
H -4.023372 1.596932 2.817292
H -5.670988 4.003376 1.926220
H -6.000239 2.981906 3.312975
H -7.414294 2.330140 1.370535
H -6.341227 1.028137 1.827567
H -6.009462 3.035935 -0.448076
H -6.362887 1.343908 -0.644984
H -3.641593 -1.387262 -2.154981
H -2.166746 0.211702 -2.976973
H -3.332144 1.526850 -2.927259
H -3.681551 -0.910720 -4.696831
H -2.982580 0.590756 -5.257726
H -5.608531 0.165229 -5.523690
H -5.016007 1.765412 -5.147564
H -6.977756 0.725445 -3.693695
H -5.749894 1.691400 -2.916772
H -5.700343 -1.351176 -3.144474
H -6.224940 -0.497846 -1.724256
H -5.841212 -0.614920 0.543473
H -5.072474 -2.485814 -1.090941
H -5.933632 -2.912618 0.353232
H -2.901477 -2.920884 0.183454
H -3.872402 -4.348567 -0.077077
H -2.904702 -3.676063 2.385830
H -4.393639 -4.577642 2.193987
H -4.456722 -2.481472 3.744089
H -5.763171 -2.681237 2.608603
H -3.287910 -0.984551 2.092120
H -4.828628 -0.344786 2.637033
N 0.055074 -10.400679 0.305221
C -0.010578 -9.256110 0.356809
C -0.075577 -7.818986 0.424809
C -0.202058 -7.197734 1.666477
C -0.250038 -5.819359 1.733633
C -0.171324 -5.067124 0.556339
C -0.052542 -5.696826 -0.687693
C -0.005411 -7.075837 -0.752219
C -0.220828 -3.647301 0.612249
C -0.280755 -2.427237 0.652787
H -0.262151 -7.795704 2.564666
H -0.348166 -5.322590 2.689063
H -0.000791 -5.103756 -1.590701
H 0.081526 -7.580440 -1.703951

Force components x, y, z for each atom (eV/Å):
W -2.611 -1.055 -1.477
C -0.032 -0.001 0.070
C -0.251 0.039 -0.078
C 0.031 -0.017 0.007
C 0.028 -0.043 0.052
O 1.300 0.026 0.059
Ge 0.997 1.094 0.058
O -0.240 -0.096 1.041
C 0.072 0.032 -0.183
C -0.062 -0.016 0.067
C 0.036 -0.002 0.039
C -0.052 0.032 -0.066
O 0.462 0.075 0.120
C -0.117 0.078 0.170
C 0.030 0.023 -0.059
C -0.052 -0.002 0.012
C 0.050 0.117 -0.136
H 0.058 -0.001 0.006
H -0.008 0.001 -0.050
H -0.050 -0.022 0.016
H 0.011 -0.005 -0.002
H -0.025 -0.001 0.009
H -0.011 0.020 0.019
H -0.015 0.005 -0.001
H -0.036 0.054 -0.011
H 0.011 -0.004 -0.013
H -0.012 0.019 -0.029
H 0.011 -0.025 -0.026
H -0.001 -0.002 0.000
H 0.026 -0.008 0.028
H -0.004 0.006 -0.025
H -0.013 0.003 0.005
H 0.015 -0.008 -0.001
H 0.003 0.004 0.000
H 0.003 0.011 -0.008
H 0.007 0.002 -0.012
H 0.018 -0.010 -0.007
H -0.022 0.020 -0.004
H 0.003 0.001 0.025
H -0.066 -0.017 -0.002
H 0.011 -0.016 -0.012
H -0.009 -0.058 0.007
H 0.027 0.048 0.017
H -0.117 -0.115 -0.116
F 0.431 0.009 -0.090
O 0.023 -0.206 0.453
P 0.144 0.026 -0.149
C -0.072 0.033 -0.035
C -0.043 -0.037 0.061
C 0.031 0.017 -0.008
C 0.002 0.018 -0.008
C -0.023 0.023 -0.008
C 0.032 0.012 -0.017
C 0.045 -0.024 0.014
C 0.119 -0.008 0.023
C -0.012 0.011 -0.009
C 0.006 0.001 -0.007
C -0.013 0.006 -0.019
C -0.018 -0.036 0.069
C 0.075 -0.058 0.110
C -0.085 0.056 -0.076
C 0.024 -0.039 0.051
C -0.031 0.010 -0.050
C -0.023 0.007 0.004
C 0.032 -0.032 -0.076
H -0.018 -0.048 -0.048
H -0.058 -0.005 0.020
H 0.007 0.065 0.013
H 0.011 -0.027 0.008
H 0.024 -0.080 0.043
H 0.005 0.004 0.008
H -0.003 0.001 -0.002
H -0.006 -0.023 0.009
H 0.006 -0.008 0.001
H 0.016 0.010 0.005
H -0.005 0.032 -0.013
H -0.033 -0.017 -0.012
H 0.067 0.002 -0.004
H 0.021 0.153 0.051
H 0.004 0.001 -0.008
H -0.003 -0.012 0.014
H 0.001 -0.004 0.000
H -0.011 -0.004 -0.006
H -0.005 0.020 0.016
H 0.016 -0.010 0.002
H 0.006 -0.003 0.001
H -0.010 -0.014 -0.035
H 0.018 0.040 0.044
H 0.024 -0.011 0.043
H -0.019 0.000 -0.029
H 0.117 0.014 -0.013
H -0.006 -0.002 0.013
H 0.084 -0.027 0.006
H 0.022 0.008 0.007
H 0.014 -0.007 0.002
H -0.003 0.013 0.036
H -0.041 -0.024 -0.018
H -0.006 0.029 -0.008
N -0.018 -0.043 -0.006
C 0.010 0.109 0.016
C 0.004 -0.221 -0.023
C -0.009 0.114 -0.003
C 0.011 -0.105 -0.034
C -0.010 0.193 0.002
C 0.002 -0.118 0.020
C -0.013 0.108 0.017
C -0.131 -0.026 0.209
C -0.159 -0.053 -0.087
H 0.012 -0.017 -0.005
H 0.002 0.018 -0.003
H -0.004 0.011 0.008
H 0.018 -0.016 0.007

Summary:
LUMO (spin up / spin down): -0.257 / -0.282 Eh
expectation value of S²: 0.769
HOMO (spin up / spin down): -13.32 / -13.79 eV
spin multiplicity: 2
charge: +2
gap between HOMO and LUMO (spin up / spin down): 6.3 / 6.1 eV